DFT (ωB97M-V/def2-TZVPD) results for 12 unconnected molecules or ions with the total composition C48H84N12 in a non-equilibrium geometry.

Its SMILES is CCCC#N.CCCC#N.CCCC#N.CCCC#N.CCCC#N.CCCC#N.CCCC#N.CCCC#N.CCCC#N.CCCC#N.CCCC#N.CCCC#N. Its LUMO energy is 0.03 eV. As for the gap between HOMO and LUMO: 0.417 hartree.

The geometry in ORCA input format:
```
! RIJCOSX wB97M-V def2-TZVPD def2/J DEFGRID3
* xyz 0 1
C -1.058 0.370 0.031
C -0.119 -0.072 1.090
C 0.473 -1.505 1.032
C 0.974 -1.810 2.379
N 1.465 -2.037 3.432
H -1.901 -0.321 0.014
H -0.594 0.374 -0.956
H -1.405 1.382 0.239
H -0.649 0.028 2.037
H 0.671 0.676 1.153
H 1.259 -1.411 0.283
H -0.261 -2.188 0.604
C -0.994 5.047 4.631
C 0.247 4.141 4.918
C -0.015 2.592 5.040
C -1.164 2.131 5.802
N -2.006 1.701 6.479
H -0.700 6.083 4.465
H -1.763 4.998 5.401
H -1.491 4.791 3.695
H 0.762 4.627 5.747
H 0.893 4.186 4.042
H 0.844 2.181 5.570
H -0.042 2.181 4.031
C 0.274 -3.948 6.415
C 1.674 -3.829 7.000
C 1.949 -2.412 7.633
C 1.476 -2.375 9.055
N 1.083 -2.380 10.082
H -0.433 -3.323 6.961
H -0.225 -4.886 6.659
H 0.184 -3.673 5.365
H 2.336 -4.083 6.172
H 1.813 -4.623 7.733
H 1.413 -1.654 7.061
H 3.014 -2.183 7.609
C 3.993 -2.059 -0.267
C 5.139 -1.778 -1.211
C 6.242 -1.010 -0.556
C 7.448 -0.840 -1.491
N 8.322 -0.730 -2.162
H 4.313 -2.858 0.402
H 3.106 -2.295 -0.855
H 3.528 -1.224 0.258
H 4.763 -1.147 -2.017
H 5.397 -2.701 -1.729
H 6.463 -1.419 0.430
H 5.958 -0.005 -0.246
C -2.116 -4.283 -1.229
C -1.908 -5.830 -0.900
C -0.447 -6.355 -0.646
C -0.255 -7.799 -0.513
N -0.104 -8.972 -0.429
H -3.153 -3.988 -1.067
H -1.946 -3.964 -2.258
H -1.439 -3.709 -0.596
H -2.412 -6.447 -1.644
H -2.561 -5.997 -0.043
H -0.046 -5.806 0.206
H 0.225 -6.105 -1.467
C 0.559 -2.603 -2.809
C 0.549 -3.564 -4.025
C 0.774 -2.858 -5.441
C 2.163 -2.333 -5.384
N 3.211 -1.895 -5.290
H -0.030 -1.690 -2.893
H 1.614 -2.373 -2.661
H 0.169 -3.035 -1.887
H -0.478 -3.924 -4.072
H 1.083 -4.506 -3.894
H -0.032 -2.168 -5.687
H 0.798 -3.600 -6.240
C 3.246 3.202 -4.755
C 4.202 2.043 -4.613
C 4.272 1.598 -3.140
C 3.019 1.083 -2.653
N 1.998 0.583 -2.333
H 3.269 3.513 -5.799
H 3.535 4.058 -4.144
H 2.198 2.931 -4.631
H 5.243 2.317 -4.787
H 3.981 1.296 -5.376
H 4.650 2.310 -2.407
H 4.929 0.741 -2.995
C 4.339 2.234 1.088
C 3.261 2.180 2.206
C 3.777 1.920 3.564
C 4.780 0.851 3.535
N 5.536 -0.016 3.643
H 4.638 1.221 0.818
H 5.116 2.983 1.243
H 3.956 2.528 0.111
H 2.403 1.533 2.025
H 2.795 3.164 2.264
H 2.989 1.755 4.299
H 4.327 2.764 3.982
C -7.180 3.330 1.189
C -6.582 2.216 0.273
C -5.346 1.582 0.831
C -4.156 2.399 0.628
N -3.250 3.107 0.457
H -7.994 3.824 0.657
H -6.433 4.077 1.456
H -7.610 2.968 2.123
H -6.361 2.394 -0.780
H -7.272 1.376 0.362
H -5.277 0.522 0.588
H -5.660 1.582 1.875
C 0.570 3.845 -0.280
C 0.812 5.168 0.472
C 0.329 6.441 -0.231
C 0.034 7.589 0.641
N -0.235 8.407 1.406
H -0.513 3.721 -0.266
H 0.979 2.966 0.218
H 0.724 3.934 -1.356
H 1.853 5.403 0.696
H 0.308 5.158 1.438
H -0.576 6.268 -0.813
H 1.089 6.782 -0.935
C -4.187 -4.057 -4.145
C -5.494 -3.331 -3.887
C -5.788 -3.122 -2.431
C -4.886 -2.249 -1.684
N -4.192 -1.502 -1.019
H -4.401 -4.666 -5.024
H -4.074 -4.839 -3.395
H -3.273 -3.478 -4.277
H -6.260 -4.007 -4.269
H -5.426 -2.448 -4.522
H -5.685 -4.088 -1.937
H -6.845 -2.908 -2.273
C -1.062 2.280 -3.606
C -2.376 1.617 -3.978
C -3.449 1.558 -2.853
C -4.647 0.807 -3.253
N -5.591 0.193 -3.624
H -0.437 2.104 -4.482
H -0.579 1.818 -2.745
H -0.997 3.355 -3.436
H -2.161 0.587 -4.261
H -2.859 2.140 -4.803
H -3.767 2.530 -2.475
H -3.151 0.946 -2.002
*
```

=====

DFT (ωB97M-V/def2-TZVPD) results for a molecular structure, C24H40F4Li2N2O32S4 in a non-equilibrium geometry.

Its LUMO energy is -3.47 eV. As for the gap between HOMO and LUMO: 0.213 hartree.

The geometry in ORCA input format:
```
! RIJCOSX wB97M-V def2-TZVPD def2/J DEFGRID3
* xyz 0 1
Li -0.988 4.273 -2.492
Li -2.312 0.442 -4.332
N -1.195 1.349 -1.606
S -2.154 0.984 -0.217
O -1.541 1.263 1.074
O -3.154 -0.083 -0.296
F -3.069 2.321 -0.441
S 0.108 0.677 -1.033
O 0.015 -0.702 -0.620
O 0.968 1.594 -0.321
F 0.859 0.617 -2.515
N -1.922 -2.300 -5.913
S -2.516 -3.637 -4.988
O -2.166 -3.540 -3.585
O -2.619 -4.890 -5.649
F -4.066 -3.123 -4.840
S -0.660 -3.074 -6.262
O -0.883 -3.839 -7.438
O 0.375 -3.492 -5.317
F 0.080 -1.854 -7.009
C 2.202 -0.373 6.511
C 1.492 -0.197 5.233
O 2.433 -0.638 4.278
C 3.399 -1.388 4.867
O 4.245 -2.032 4.305
O 3.233 -1.299 6.182
H 1.509 -0.886 7.178
H 2.646 0.500 6.988
H 1.334 0.878 5.142
H 0.545 -0.714 5.389
C 7.387 2.163 1.595
C 8.553 1.264 1.949
O 9.691 2.037 1.663
C 9.382 3.222 1.184
O 10.149 4.202 1.024
O 8.059 3.271 1.024
H 6.914 2.713 2.409
H 6.570 1.793 0.976
H 8.514 0.344 1.365
H 8.430 0.975 2.993
C -0.050 -6.256 3.676
C -1.349 -5.783 3.053
O -2.129 -5.371 4.138
C -1.367 -5.342 5.214
O -1.678 -4.945 6.319
O -0.155 -5.861 4.983
H 0.756 -5.764 3.130
H 0.064 -7.320 3.469
H -1.831 -6.654 2.608
H -1.334 -5.001 2.294
C -7.340 3.351 3.097
C -8.459 3.842 2.123
O -9.237 2.688 2.117
C -8.535 1.543 2.414
O -8.999 0.418 2.322
O -7.368 1.941 2.909
H -7.668 3.533 4.121
H -6.391 3.727 2.715
H -8.117 3.806 1.089
H -9.182 4.644 2.273
C 7.715 1.613 -4.033
O 6.927 0.832 -3.147
C 6.909 -0.518 -3.280
O 7.654 -1.291 -3.997
O 5.853 -0.970 -2.602
C 5.756 -2.390 -2.426
H 7.581 1.297 -5.067
H 8.721 1.318 -3.734
H 7.520 2.667 -3.839
H 5.366 -2.760 -3.375
H 5.074 -2.470 -1.580
H 6.654 -2.999 -2.318
C -0.563 5.653 2.678
O -1.797 6.370 2.468
C -2.224 6.551 1.224
O -1.635 6.343 0.166
O -3.540 6.951 1.388
C -4.196 7.435 0.211
H -0.725 5.019 3.550
H 0.252 6.303 2.996
H -0.298 5.065 1.799
H -4.422 6.515 -0.329
H -3.668 8.119 -0.453
H -5.203 7.831 0.341
C 3.641 3.722 -6.142
O 4.075 4.937 -5.420
C 3.428 5.231 -4.278
O 2.418 4.778 -3.782
O 4.255 6.062 -3.654
C 3.968 6.438 -2.339
H 4.303 3.613 -7.001
H 2.677 3.862 -6.631
H 3.670 2.726 -5.702
H 4.151 5.538 -1.752
H 2.957 6.838 -2.265
H 4.686 7.152 -1.938
C -8.126 -10.831 0.011
O -7.969 -9.558 -0.462
C -7.362 -8.610 0.290
O -6.970 -8.742 1.416
O -7.148 -7.496 -0.504
C -6.536 -6.335 0.072
H -7.141 -11.270 -0.149
H -8.772 -11.505 -0.552
H -8.498 -10.774 1.034
H -6.322 -5.656 -0.753
H -5.551 -6.684 0.381
H -7.025 -5.934 0.960
*
```

=====

DFT (ωB97M-V/def2-TZVPD) results for a molecular structure, C35H53N8O6S3Ti in a non-equilibrium geometry.

Its LUMO energy (spin up / spin down) is -2.35 / -2.35 eV. As for the gap between HOMO and LUMO (spin up / spin down): 0.198 / 0.199 hartree.

The geometry in ORCA input format:
```
! RIJCOSX wB97M-V def2-TZVPD def2/J DEFGRID3
* xyz 1 1
Ti 1.409 -0.526 0.195
C -4.477 0.208 2.849
C -3.530 0.284 4.038
S -1.894 -0.477 3.823
C -2.313 -2.221 3.487
C -2.639 -2.599 2.029
S -1.651 -1.679 0.781
C -2.932 -1.213 -0.421
C -4.150 -0.455 0.110
S -3.817 0.903 1.285
H -5.384 0.762 3.092
H -4.759 -0.823 2.649
H -4.012 -0.180 4.901
H -3.303 1.323 4.287
H -3.148 -2.480 4.140
H -1.438 -2.778 3.824
H -3.689 -2.420 1.812
H -2.443 -3.660 1.880
H -3.275 -2.106 -0.945
H -2.373 -0.595 -1.122
H -4.860 -1.120 0.598
H -4.663 -0.003 -0.739
O 6.065 -3.236 1.694
C 5.143 -3.469 2.603
O 5.317 -4.196 3.546
C 3.823 -2.786 2.432
C 2.790 -2.872 3.332
N 1.753 -2.165 2.844
N 2.071 -1.582 1.689
C 3.330 -1.958 1.398
C 3.950 -1.307 0.214
O 5.105 -1.526 -0.106
O 3.160 -0.476 -0.401
H 5.791 -2.600 0.982
H 2.750 -3.403 4.269
H 0.979 -1.768 3.358
N 1.641 0.693 3.853
C 1.093 1.978 3.434
C 1.820 3.137 4.155
C 1.334 4.586 3.984
C -0.160 4.823 4.247
N -0.917 4.442 3.068
C -2.210 4.425 2.885
N -2.676 4.116 1.663
N -3.083 4.703 3.868
C 1.139 2.065 1.886
O 0.832 3.133 1.330
O 1.506 1.039 1.233
H 1.695 0.659 4.866
H 2.586 0.597 3.498
H 0.035 1.974 3.722
H 2.871 3.094 3.861
H 1.780 2.898 5.221
H 1.584 4.951 2.987
H 1.887 5.194 4.700
H -0.318 5.883 4.462
H -0.483 4.246 5.121
H -0.324 4.020 2.301
H -2.005 3.796 0.980
H -3.633 3.828 1.541
H -2.754 5.096 4.733
H -4.057 4.819 3.653
C -0.986 -4.079 -5.003
C 0.332 -4.576 -4.383
C 0.174 -6.062 -4.052
C 1.474 -4.427 -5.399
C 0.645 -3.744 -3.149
C 0.824 -4.308 -1.869
C 1.006 -3.489 -0.786
N 0.993 -2.150 -0.867
C 0.827 -1.578 -2.097
C 0.696 -2.367 -3.244
C 0.591 -0.149 -2.044
C 0.825 0.765 -3.098
C 0.354 2.048 -3.027
C -0.397 2.403 -1.862
C -0.545 1.513 -0.845
N -0.066 0.248 -0.885
C 0.536 3.067 -4.140
C -0.844 3.331 -4.765
C 1.482 2.566 -5.231
C 1.108 4.370 -3.560
H -1.296 -4.759 -5.798
H -0.884 -3.084 -5.435
H -1.779 -4.050 -4.253
H -0.063 -6.612 -4.963
H -0.635 -6.234 -3.339
H 1.099 -6.477 -3.646
H 1.251 -5.009 -6.295
H 2.408 -4.799 -4.974
H 1.623 -3.389 -5.696
H 0.823 -5.376 -1.716
H 1.166 -3.906 0.203
H 0.561 -1.876 -4.199
H 1.398 0.426 -3.950
H -0.834 3.389 -1.771
H -1.099 1.752 0.056
H -1.259 2.403 -5.163
H -0.761 4.049 -5.583
H -1.543 3.730 -4.029
H 1.094 1.669 -5.717
H 2.472 2.348 -4.827
H 1.591 3.333 -5.998
H 0.425 4.833 -2.848
H 1.292 5.085 -4.363
H 2.051 4.176 -3.046
*
```

=====

DFT (ωB97M-V/def2-TZVPD) results for a gas-phase ion, C9H8BrN2S (charge +1) in a non-equilibrium geometry.

Its LUMO energy is -4.82 eV. As for the gap between HOMO and LUMO: 0.244 hartree.

The geometry in ORCA input format:
```
! RIJCOSX wB97M-V def2-TZVPD def2/J DEFGRID3
* xyz 1 1
C -1.976 -1.033 -0.397
C -1.012 -0.054 -0.143
C -3.939 0.398 -0.226
C 1.140 1.691 -0.664
C 0.866 -0.589 1.362
C -0.213 2.129 -0.110
C 1.940 0.155 1.676
C 0.452 -0.625 -0.081
C 1.337 0.285 -0.922
N -1.122 1.237 -0.111
N -3.353 -0.830 -0.313
S 2.623 1.144 0.376
Br -5.719 0.323 0.213
H -1.478 -2.005 -0.415
H 1.561 2.353 -1.422
H 0.229 -1.011 2.152
H -0.463 3.117 -0.095
H 2.430 0.196 2.604
H 0.343 -1.704 -0.342
H 1.708 -0.056 -1.851
H -3.906 -1.679 -0.298
*
```